# 1
Below is C5H25N2O7 as an isolated structure in a non-equilibrium geometry, with properties calculated with ωB97M-V/def2-TZVPD.

Geometry as XYZ:
```
39
C5H25N2O7 ωB97M-V/def2-TZVPD
C 0.34 1.31 0.23
O 1.43 1.09 -0.58
C -0.24 -0.07 0.92
C -0.66 -1.06 -0.19
C -2.16 -0.82 -0.53
C -2.31 0.62 -2.68
N -2.45 -0.68 -1.95
N 0.78 -0.59 1.81
H -0.57 1.84 -0.18
H 0.62 1.85 1.13
H -1.07 0.13 1.67
H -0.48 -2.07 0.16
H -0.07 -0.72 -1.06
H -2.54 -0.05 0.13
H -2.63 -1.75 -0.22
H -3.11 1.36 -2.54
H -1.40 1.09 -2.35
H -2.16 0.39 -3.78
H -1.87 -1.33 -2.47
H 1.05 -1.55 1.63
H 1.61 0.01 1.73
H 2.98 -1.70 0.68
H 2.27 -2.77 -0.24
O 2.98 -2.59 0.38
H 1.76 -2.19 -1.96
H 2.75 -1.43 -2.74
O 2.19 -2.21 -2.83
H -1.63 -1.11 2.84
H -2.45 -1.62 1.71
O -2.43 -1.58 2.66
H 2.49 0.48 -0.39
H 3.99 0.74 0.29
O 3.34 0.07 0.13
H -2.05 1.41 2.27
H -1.43 2.38 3.32
O -2.11 2.34 2.60
H 1.39 3.39 -0.57
H 1.88 3.54 0.93
O 1.98 3.87 0.05
```

Values from the calculation:
spin multiplicity = 2
total energy = -841.45646 a.u.
⟨S²⟩ = 0.76
HOMO (spin up / spin down) = -8.40 / -8.39 eV
orbital gap (spin up / spin down) = 8.0 / 2.9 eV

=====

# 2
Below is a 7-piece molecular cluster, C5H25NO7 overall in a non-equilibrium geometry, with properties calculated with ωB97M-V/def2-TZVPD.

Geometry as XYZ:
```
38
C5H25NO7 ωB97M-V/def2-TZVPD
C -2.99 2.13 -1.93
C -2.67 0.67 -1.69
C -3.75 0.06 -0.76
C -1.23 0.47 -1.17
N -0.67 -0.80 -1.60
C 0.77 -1.03 -1.50
O 1.33 -1.09 -2.80
H -2.97 2.72 -1.01
H -3.94 2.35 -2.41
H -2.22 2.44 -2.69
H -2.77 0.01 -2.57
H -4.57 -0.46 -1.30
H -4.26 0.84 -0.21
H -3.37 -0.54 0.07
H -0.67 1.39 -1.41
H -1.18 0.52 -0.07
H -1.04 -1.01 -2.52
H 0.96 -2.04 -1.11
H 1.24 -0.31 -0.85
H 1.10 -1.89 -3.26
O -2.18 1.16 4.00
H -1.95 0.27 4.26
H -3.12 1.15 3.81
O 3.56 0.91 1.97
H 4.27 1.06 1.35
H 3.35 1.53 2.66
O 3.67 2.17 -1.78
H 3.88 1.49 -1.12
H 3.61 1.86 -2.69
O 1.28 2.17 2.43
H 0.73 2.54 1.72
H 1.71 1.54 1.82
O -0.44 -3.48 0.60
H -0.68 -4.02 -0.17
H -0.60 -2.58 0.25
O 1.86 -3.14 2.41
H 1.23 -3.11 1.69
H 1.32 -3.32 3.20
```

Values from the calculation:
spin multiplicity = 1
total energy = -786.86639 a.u.
HOMO = -9.28 eV
orbital gap = 9.6 eV
SMILES = CC(C)CNCO.O.O.O.O.O.O

=====

Computed values of ΔE to the lowest compared entry with this formula, charge and spin (unit: eV) for the preceding records, in sequence: 1.574, 1.817.